# 1
Computed, not measured: C3H6N2O2 in the gas phase, with ωB97M-V/def2-TZVPD.

* relative energy (zero: lowest compared OMol25 entry of this formula, charge and spin): 174.1 kcal/mol
* HOMO-LUMO gap (spin up / spin down): 7.74 / 7.33 eV
* SMILES: C/N=C\C(O)=N/O
* energy: -377.681832 hartree
* net charge: 0

Geometry (Å):
C 1.41 -0.34 1.04
N 1.20 -0.75 -0.33
C 0.66 0.09 -1.21
C -0.67 0.49 -0.82
O -1.26 1.54 -1.43
N -1.38 -0.52 -0.35
O -1.34 -0.94 0.97
H 0.84 0.54 1.35
H 2.47 -0.13 1.19
H 1.17 -1.18 1.70
H 0.96 0.08 -2.26
H -2.22 1.43 -1.37
H -1.84 -0.31 1.52



# 2
Computed, not measured: C3H6N2O2 in the gas phase, with ωB97M-V/def2-TZVPD.

* relative energy (zero: lowest compared OMol25 entry of this formula, charge and spin): 38.4 kcal/mol
* HOMO-LUMO gap: 10.49 eV
* SMILES: NCC(=O)NC=O
* energy: -377.898179 hartree
* net charge: 0

Geometry (Å):
N 0.97 -1.77 -1.07
C 0.10 -0.83 -0.40
C 0.61 0.56 -0.17
O 1.55 1.05 -0.79
N -0.22 1.35 0.53
C -1.34 1.03 1.15
O -2.02 1.86 1.82
H 1.68 -2.15 -0.55
H 1.46 -1.27 -1.84
H -0.83 -0.73 -0.96
H -0.26 -1.37 0.44
H -0.12 2.29 0.72
H -1.61 -0.03 1.12



# 3
Computed, not measured: C3H6N2O2 in the gas phase, with ωB97M-V/def2-TZVPD.

* relative energy (zero: lowest compared OMol25 entry of this formula, charge and spin): 63.9 kcal/mol
* HOMO-LUMO gap: 10.29 eV
* SMILES: N[C@]1(NC=O)CO1
* energy: -377.857529 hartree
* net charge: 0

Geometry (Å):
N -0.38 -0.31 -1.82
C 0.31 -0.07 -0.59
N -0.27 -0.83 0.57
C -0.80 -0.16 1.66
O -0.90 1.04 1.77
C 0.94 1.17 -0.14
O 1.68 0.14 -0.82
H 0.17 -0.86 -2.47
H -1.24 -0.77 -1.60
H -0.38 -1.84 0.65
H -1.11 -0.83 2.49
H 0.79 2.15 -0.60
H 1.19 1.18 0.91



# 4
Computed, not measured: C3H6N2O2 in the gas phase, with ωB97M-V/def2-TZVPD.

* relative energy (zero: lowest compared OMol25 entry of this formula, charge and spin): 29.6 kcal/mol
* HOMO-LUMO gap: 10.63 eV
* SMILES: [H]/N=C/OCC(N)=O
* energy: -377.912234 hartree
* net charge: 0

Geometry (Å):
H -2.12 -1.05 -1.38
N -1.38 -0.49 -0.96
C -1.73 -0.13 0.21
O -0.97 0.63 1.01
C 0.28 1.08 0.47
C 1.33 -0.04 0.51
N 1.60 -0.60 -0.70
O 1.90 -0.33 1.55
H -2.67 -0.36 0.71
H 0.13 1.47 -0.54
H 0.61 1.87 1.15
H 2.19 -1.42 -0.67
H 0.84 -0.61 -1.37



# 5
Computed, not measured: C3H6N2O2 in the gas phase, with ωB97M-V/def2-TZVPD.

* relative energy (zero: lowest compared OMol25 entry of this formula, charge and spin): 134.8 kcal/mol
* HOMO-LUMO gap (spin up / spin down): 8.85 / 10.23 eV
* energy: -377.744525 hartree
* net charge: 0

Geometry (Å):
C -1.75 -0.48 -0.11
C -0.31 -0.94 -0.12
C 0.72 0.24 0.05
N -2.16 0.62 0.31
N 0.09 1.53 0.12
O 1.47 -0.12 1.16
O 1.52 0.17 -1.13
H -2.40 -1.18 -0.40
H -0.33 -1.43 0.75
H -0.19 -1.63 -0.94
H -0.01 2.00 0.92
H 2.28 0.43 1.08
H 1.07 0.79 -1.69



# 6
Computed, not measured: C3H6N2O2 in the gas phase, with ωB97M-V/def2-TZVPD.

* relative energy (zero: lowest compared OMol25 entry of this formula, charge and spin): 108.6 kcal/mol
* HOMO-LUMO gap: 11.11 eV
* SMILES: C=NOC(=O)NC
* energy: -377.786302 hartree
* net charge: 0

Geometry (Å):
C -2.67 -0.60 0.01
N -1.64 0.22 -0.05
O -0.41 -0.27 -0.11
C 0.55 0.70 -0.06
O 0.44 1.86 0.18
N 1.73 0.06 -0.34
C 1.75 -1.46 0.18
H -2.65 -1.73 0.15
H -3.66 -0.21 0.17
H 2.43 0.68 0.36
H 1.16 -1.50 1.24
H 1.23 -1.94 -0.72
H 2.86 -1.78 0.16



# 7
Computed, not measured: C3H6N2O2S in the gas phase, with ωB97M-V/def2-TZVPD.

* relative energy (zero: lowest compared OMol25 entry of this formula, charge and spin): 70.2 kcal/mol
* HOMO-LUMO gap: 9.69 eV
* SMILES: COC(=S)N/C=N\O
* energy: -776.028366 hartree
* net charge: 0

Geometry (Å):
C 0.17 0.37 -2.80
O -0.11 0.58 -1.46
C 0.07 -0.42 -0.59
S 0.30 -2.00 -0.98
N 0.07 0.07 0.68
C -0.20 -0.69 1.82
N -0.24 -0.31 3.01
O -0.06 1.07 3.18
H -0.59 -0.28 -3.15
H 1.14 -0.10 -2.93
H 0.08 1.29 -3.36
H -0.14 1.09 0.76
H -0.11 -1.80 1.73
H -0.37 1.11 4.11



# 8
Computed, not measured: C3H6N2O2S as an isolated structure, with ωB97M-V/def2-TZVPD.

* relative energy (zero: lowest compared OMol25 entry of this formula, charge and spin): 160.6 kcal/mol
* HOMO-LUMO gap: 9.35 eV
* energy: -775.884287 hartree
* net charge: 0

Geometry (Å):
C -1.52 -1.57 0.77
C -0.11 -0.92 0.69
C -0.20 1.80 -1.79
H -1.35 -2.51 1.26
H -2.18 -0.78 1.38
H -2.19 -1.69 -0.21
H 0.50 -1.33 2.54
H 2.17 0.29 1.95
H -0.96 2.50 -2.38
N 0.80 -1.60 1.58
N 0.33 0.06 -0.14
O 2.20 -0.99 1.89
O 1.04 2.01 -1.80
S -1.18 0.64 -0.83



# 9
Computed, not measured: C3H6N2O2S in the gas phase, with ωB97M-V/def2-TZVPD.

* relative energy (zero: lowest compared OMol25 entry of this formula, charge and spin): 66.8 kcal/mol
* HOMO-LUMO gap: 10.12 eV
* SMILES: [H]/N=C(/NO)SC(C)=O
* energy: -776.033695 hartree
* net charge: 0

Geometry (Å):
H -2.40 1.72 -0.08
N -1.95 1.61 -0.98
C -0.74 1.28 -0.85
N 0.08 1.23 -1.96
O 1.20 0.43 -1.96
S 0.08 1.01 0.74
C 0.28 -0.75 0.72
C 0.68 -1.34 2.05
O 0.10 -1.42 -0.27
H -0.46 1.19 -2.80
H 0.89 -0.48 -1.78
H 1.38 -0.66 2.60
H 1.10 -2.36 1.90
H -0.24 -1.47 2.65



# 10
Computed, not measured: C3H6N2O2S in the gas phase, with ωB97M-V/def2-TZVPD.

* relative energy (zero: lowest compared OMol25 entry of this formula, charge and spin): 81.1 kcal/mol
* HOMO-LUMO gap: 9.38 eV
* SMILES: C[C@H]1ON=C(NS)O1
* energy: -776.010862 hartree
* net charge: 0

Geometry (Å):
C -1.17 0.80 2.09
C -0.05 0.50 1.06
O 0.38 -0.86 1.21
N 0.83 -1.23 -0.11
C 0.29 -0.37 -0.90
N 0.37 -0.40 -2.29
S 1.02 -1.78 -3.06
O -0.39 0.65 -0.33
H -0.76 0.58 3.03
H -1.50 1.90 2.07
H -2.06 0.21 1.77
H 0.79 1.16 1.24
H -0.10 0.33 -2.85
H 2.33 -1.51 -2.92



# 11
Computed, not measured: a 2-piece molecular cluster, C3H6N2O2S overall, with ωB97M-V/def2-TZVPD.

* relative energy (zero: lowest compared OMol25 entry of this formula, charge and spin): 52.9 kcal/mol
* HOMO-LUMO gap: 8.59 eV
* SMILES: N/C=C(/N)O.O=C=S
* energy: -776.055797 hartree
* net charge: 0

Geometry (Å):
N 0.45 -1.58 0.31
C -0.03 -0.31 0.65
C 0.12 0.68 -0.29
N 0.02 2.08 -0.08
O 0.55 0.39 -1.52
H -0.28 -2.03 -0.17
H 0.60 -2.28 1.15
H -0.31 0.06 1.65
H -0.55 2.34 0.65
H -0.25 2.65 -0.85
H 0.45 -0.59 -1.57
O -1.75 -1.53 -1.02
C -2.04 -0.55 -0.44
S -3.02 0.62 0.13



# 12
Computed, not measured: C3H6N2O3 in the gas phase, with ωB97M-V/def2-TZVPD.

* relative energy (zero: lowest compared OMol25 entry of this formula, charge and spin): 105.8 kcal/mol
* HOMO-LUMO gap: 9.64 eV
* energy: -453.032379 hartree
* net charge: 0

Geometry (Å):
C -1.75 0.23 -0.13
C 0.25 -1.12 -0.22
C 1.33 1.45 0.12
N -1.06 -0.84 -0.62
N 0.41 0.62 0.75
O -2.95 0.40 -0.20
O -0.97 1.06 0.54
O 0.49 -2.02 0.73
H 1.02 -1.24 -1.11
H 1.64 2.36 0.74
H 2.31 0.98 -0.07
H 0.94 1.79 -0.78
H -1.40 -1.54 -1.19
H -0.25 -2.15 1.43